DFT (ωB97M-V/def2-TZVPD) results for a molecular structure, C47H75N4OP2ReSi4 at a distorted geometry.

```
134
Properties=species:S:1:pos:R:3:forces:R:3:mulliken_spin:R:1
Re -0.3028 -0.2149 -0.8055 -0.30 -0.31 -0.39 0.822
C -0.6251 4.0066 -1.5305 -0.21 -0.02 0.00 -0.011
C -1.5665 3.4695 -0.4600 0.09 -0.27 -0.04 -0.013
C -0.9934 3.7600 0.9193 -0.22 -0.06 -0.20 -0.018
P -1.8424 1.6362 -0.7137 0.07 0.57 -0.25 0.007
C -3.2794 1.3707 0.4823 0.24 -0.11 -0.19 -0.002
C -4.6565 1.5964 -0.1345 0.13 0.09 0.16 0.003
C -3.2117 0.0005 1.1559 0.09 0.21 -0.11 -0.044
C -2.5089 1.6331 -2.4060 0.24 -0.41 0.08 0.016
C -3.3663 2.5954 -2.9273 -0.08 -0.12 -0.26 -0.019
C -3.7007 2.6044 -4.2675 -0.16 0.16 0.00 0.025
C -3.1568 1.6435 -5.1107 -0.04 0.03 0.15 -0.014
C -2.3005 0.6864 -4.6209 0.10 -0.15 -0.03 0.021
C -1.9554 0.6390 -3.2535 -0.67 0.93 -0.14 0.008
N -1.0665 -0.2504 -2.7373 0.53 -0.16 1.15 0.035
C -0.5120 -1.1948 -3.6060 0.46 -0.25 -0.45 0.015
C -1.2949 -2.1136 -4.3033 0.10 -0.03 0.25 0.000
C -0.7242 -2.9283 -5.2618 0.04 0.00 -0.03 -0.001
C 0.6240 -2.8042 -5.5574 0.06 -0.14 -0.14 0.003
C 1.4191 -1.9240 -4.8415 -0.07 0.03 0.00 0.004
C 0.8749 -1.1467 -3.8289 -0.31 -0.08 0.29 0.003
P 1.7756 0.0119 -2.7290 -0.92 0.47 -0.39 0.072
C 1.4766 1.6115 -3.6881 -0.01 -0.04 0.25 -0.028
C 1.5410 1.4861 -5.2052 -0.17 -0.11 0.15 -0.002
C 2.3517 2.7707 -3.2169 -0.09 -0.13 0.10 -0.001
C 3.5736 -0.4702 -3.0167 -0.23 0.02 0.48 0.001
C 4.4975 0.3658 -2.1320 -0.10 0.11 -0.15 -0.001
C 3.8148 -1.9448 -2.6844 -0.06 -0.01 -0.11 0.002
H -0.4529 5.0719 -1.3875 0.03 0.11 0.03 0.001
H 0.3313 3.4937 -1.4703 0.18 -0.08 0.00 0.003
H -1.0336 3.8592 -2.5267 0.04 0.01 -0.12 0.001
H -2.5486 3.9457 -0.5601 0.02 -0.02 0.05 -0.002
H -0.0099 3.3136 1.0036 0.18 -0.06 0.02 0.007
H -0.9058 4.8348 1.0599 0.07 0.14 0.10 0.001
H -1.6147 3.3637 1.7148 -0.11 -0.02 0.23 0.009
H -3.1238 2.1259 1.2575 0.06 0.01 -0.13 0.013
H -4.7892 1.0026 -1.0355 -0.05 -0.04 -0.08 -0.001
H -5.4247 1.3081 0.5812 -0.12 0.01 0.08 0.000
H -4.8167 2.6395 -0.3933 -0.06 0.09 -0.07 0.001
H -3.5795 0.0562 2.1773 -0.12 -0.05 0.16 -0.005
H -3.8073 -0.7280 0.6162 -0.06 -0.14 0.06 0.002
H -2.1826 -0.3686 1.1761 0.03 -0.13 0.15 0.036
H -3.7835 3.3582 -2.2892 0.00 0.12 0.12 0.001
H -4.3675 3.3554 -4.6590 -0.09 0.10 -0.02 0.001
H -3.4024 1.6417 -6.1630 0.00 0.04 -0.08 0.000
H -1.8733 -0.0314 -5.3029 -0.01 0.01 -0.06 0.003
H -2.3547 -2.1671 -4.0968 -0.10 0.04 -0.01 0.001
H -1.3392 -3.6344 -5.8010 -0.02 -0.06 -0.05 0.000
H 1.0588 -3.3981 -6.3469 0.06 -0.05 -0.06 0.000
H 2.4572 -1.8182 -5.1146 0.14 -0.06 0.04 0.000
H 0.4387 1.8463 -3.4136 0.14 -0.13 0.03 0.011
H 2.5108 1.1289 -5.5426 0.17 -0.03 -0.08 0.000
H 0.7747 0.8128 -5.5787 -0.02 -0.06 -0.09 0.001
H 1.3679 2.4663 -5.6478 0.03 0.08 -0.06 -0.001
H 3.3332 2.7346 -3.6835 0.13 -0.01 -0.02 0.000
H 1.8891 3.7165 -3.4956 -0.01 0.07 -0.04 0.000
H 2.4793 2.7634 -2.1363 0.06 0.09 0.16 0.002
H 3.8064 -0.2807 -4.0723 -0.18 0.05 0.08 0.001
H 4.4140 1.4288 -2.3287 0.04 0.13 0.02 0.000
H 4.2675 0.1867 -1.0846 0.04 0.02 0.02 0.001
H 5.5324 0.0701 -2.3020 0.06 -0.02 0.00 0.000
H 3.2970 -2.6181 -3.3610 -0.01 -0.08 0.05 0.000
H 4.8825 -2.1554 -2.7499 0.07 0.00 -0.02 -0.001
H 3.4835 -2.1657 -1.6718 0.05 -0.05 0.01 0.000
C 0.5175 -4.5766 -0.6201 0.10 0.19 -0.09 0.009
C -0.2120 -3.2829 -0.8156 1.16 0.17 0.32 0.080
N 0.3978 -2.1334 -0.6517 -0.62 -0.65 -0.27 -0.058
N 1.6709 -2.2176 -0.2024 1.29 -0.29 0.29 0.031
C 2.0538 -1.2311 0.5633 -0.86 -0.60 -0.50 -0.021
O 1.2623 -0.2535 0.8849 -0.08 0.27 -0.43 -0.030
C 3.4381 -1.3978 1.0609 0.34 0.11 0.16 -0.004
C 3.9431 -2.6891 1.2260 -0.02 0.02 0.01 0.003
C 5.2437 -2.8937 1.6408 0.05 -0.01 0.01 -0.001
C 6.0774 -1.8113 1.8728 0.00 0.03 0.01 0.000
C 5.5912 -0.5266 1.7064 0.06 0.06 0.00 -0.001
C 4.2817 -0.3215 1.3083 -0.17 -0.13 0.00 0.001
C -1.6123 -3.2849 -1.1441 -0.96 0.03 -0.23 -0.014
C -2.3109 -4.4705 -1.4229 0.33 0.30 0.04 0.011
C -3.6523 -4.4085 -1.7218 -0.21 0.29 -0.10 -0.003
C -4.2685 -3.1643 -1.7974 0.20 -0.20 0.02 0.007
C -3.5096 -2.0440 -1.5051 -0.42 0.18 -0.07 0.003
N -2.2425 -2.0972 -1.1327 0.98 0.31 0.51 0.014
H 1.5839 -4.3705 -0.5876 -0.07 -0.15 0.02 0.002
H 0.3103 -5.2515 -1.4477 -0.03 -0.09 -0.01 0.002
H 0.2194 -5.0591 0.3118 -0.02 -0.07 0.03 0.002
H 3.3074 -3.5344 1.0241 -0.11 -0.08 0.01 0.001
H 5.6089 -3.8989 1.7867 0.04 -0.09 -0.04 0.000
H 7.1004 -1.9699 2.1746 0.12 -0.01 0.08 0.000
H 6.2345 0.3218 1.8843 0.07 0.09 0.00 0.000
H 3.9173 0.6787 1.1662 -0.12 0.19 -0.01 -0.003
H -1.8034 -5.4193 -1.4199 0.08 -0.09 0.06 0.001
H -4.2100 -5.3096 -1.9212 -0.05 -0.11 -0.03 0.000
H -5.3085 -3.0724 -2.0664 -0.07 0.08 -0.03 0.000
H -3.9445 -1.0554 -1.5759 -0.03 0.06 0.04 0.004
C -1.9141 -2.6281 2.9976 0.51 0.61 0.17 -0.005
Si -0.3129 -1.8192 3.6847 -0.02 -1.31 0.31 0.008
C -0.3247 -1.9357 5.6046 -0.13 0.33 -0.55 -0.001
C 1.1435 -2.9152 3.1251 -0.38 0.75 0.00 -0.001
Si -0.2469 0.5581 3.2488 -0.47 0.18 -0.22 -0.016
Si 1.6789 1.9855 2.9990 1.06 0.81 0.38 0.015
C 2.3717 2.7070 1.3553 -0.54 -0.49 0.19 -0.020
C 2.9615 0.9116 3.9248 -0.57 0.15 -0.30 -0.006
C 1.3672 3.5305 4.0947 -0.12 -0.73 -0.25 -0.002
Si -2.0893 1.5453 4.6006 -0.97 0.36 0.82 -0.005
C -1.2128 2.1415 6.1938 0.12 -0.23 -0.59 -0.003
C -3.3814 0.2688 5.2209 0.62 0.11 -0.46 0.000
C -3.1461 3.0373 4.0130 0.62 -0.50 -0.22 0.001
H -1.9800 -3.6605 3.3344 0.18 -0.12 0.18 0.000
H -1.9324 -2.6430 1.9112 0.07 0.06 -0.23 0.008
H -2.8109 -2.1180 3.3363 -0.13 0.12 0.07 0.001
H 0.3376 -2.7302 5.9339 0.20 -0.14 -0.11 0.000
H -1.3136 -2.1728 5.9822 -0.23 0.01 0.00 0.000
H 0.0010 -1.0255 6.0987 0.07 0.19 0.13 0.000
H 1.0349 -3.9337 3.4889 -0.28 -0.09 0.26 0.000
H 2.0977 -2.5437 3.4855 0.16 0.11 0.09 0.000
H 1.2069 -2.9714 2.0474 -0.03 -0.02 -0.28 0.005
H 2.0250 2.1399 0.4947 -0.01 -0.08 -0.14 0.014
H 3.4605 2.6930 1.3479 0.10 -0.10 0.24 0.000
H 2.0791 3.7461 1.2185 -0.15 0.05 0.16 0.000
H 3.0284 -0.0872 3.5097 -0.01 -0.18 -0.08 0.002
H 2.6950 0.8159 4.9729 -0.15 0.05 0.26 -0.002
H 3.9574 1.3412 3.8857 0.16 0.21 -0.08 0.000
H 0.4781 4.0874 3.8204 -0.24 0.09 -0.16 0.000
H 2.2062 4.2149 4.0200 0.27 0.04 -0.17 0.000
H 1.2770 3.2621 5.1402 -0.03 -0.11 0.25 0.000
H -0.4736 1.4306 6.5503 0.18 -0.13 0.12 0.001
H -1.9405 2.2708 6.9899 -0.30 -0.10 0.01 0.000
H -0.7215 3.0989 6.0641 0.12 0.14 -0.13 0.000
H -2.9070 -0.5754 5.7094 0.10 -0.19 0.07 0.000
H -4.0243 -0.1189 4.4370 -0.07 -0.06 -0.19 0.000
H -4.0309 0.7355 5.9590 0.04 0.27 0.05 0.000
H -3.8059 3.3567 4.8174 0.04 -0.18 0.28 0.000
H -3.7843 2.7945 3.1686 -0.07 -0.07 -0.16 0.001
H -2.5391 3.8955 3.7442 0.13 0.15 -0.09 0.000
```
Positions in Å, forces in eV/Å.

Computed properties:
- DFT total energy (eV) = -110178.2543
- total charge = +1
- HOMO level (spin up / spin down) (eV) = -8.730 / -8.906
- frontier orbital gap (spin up / spin down) (eV) = 4.38 / 4.42
- 2S+1 = 2
- maximum force (eV Å⁻¹) = 1.39